No. 1
Molecular formula: C2H8O2
Method: DFT, wB97M-V/def2-TZVPD

ORCA input file:
```
! wB97M-V def2-TZVPD RIJCOSX def2/J DEFGRID3
* xyz 0 1
C 0.12772 -1.10755 -1.42504
H -0.22281 -0.08337 -1.55477
O -0.71850 0.04519 1.29392
H 0.24747 -1.70393 -2.33333
H 0.09332 1.92232 0.69894
O 1.30892 -1.14809 -0.65314
H 0.12876 -0.29581 0.98175
H -1.51070 1.89546 1.27091
C -0.53578 1.42862 1.44252
H -0.25795 1.63472 2.47845
H -0.67847 -1.65861 -0.93723
H 2.01801 -0.92896 -1.26300
*
```

Summary:
**HOMO**: -10.1 eV
**Relative energy (zero: lowest compared OMol25 entry of this formula, charge and spin)**: 75.7 kJ/mol
**Orbital gap**: 10.927 eV
**SMILES**: CO.CO

=====

No. 2
Molecular formula: C2H8O2
Method: DFT, wB97M-V/def2-TZVPD

ORCA input file:
```
! wB97M-V def2-TZVPD RIJCOSX def2/J DEFGRID3
* xyz 0 1
C 2.95564 -3.44379 3.52056
H 1.91292 -3.78991 3.61822
H 2.88620 -1.64690 2.71132
H -1.73934 3.60876 -3.05069
H 3.33064 -3.17007 4.52109
H -2.87672 2.29616 -2.61161
H 3.56718 -4.27493 3.13088
H -3.34005 4.00705 -2.35182
H -3.24544 2.39335 -4.63518
C -2.80262 3.31668 -3.02351
O -3.41333 3.27809 -4.24861
O 2.76489 -2.57450 2.41935
*
```

Summary:
**HOMO**: -10.2 eV
**Relative energy (zero: lowest compared OMol25 entry of this formula, charge and spin)**: 121.6 kJ/mol
**Orbital gap**: 11.216 eV
**SMILES**: CO.CO

=====

Question: Among the records above, which one has the lowest orbital gap?
Answer: number 1

=====

Question: Which of these has the highest relative energy (zero: lowest compared OMol25 entry of this formula, charge and spin)?
Answer: number 2

=====

Question: Among the records above, which one has the highest HOMO?
Answer: number 1